Record 1
Density functional theory data (ωB97M-V with the def2-TZVPD basis set) for a 4-piece molecular cluster, C32H56BrF3N3O9 overall.

Geometry (Å):
C 0.28 2.75 5.96
C 1.87 3.10 -2.41
H -0.19 -8.18 -2.07
C 0.64 3.67 -3.25
H 1.38 -1.06 0.78
C -0.30 -5.40 -2.67
H -2.98 -1.68 4.03
H -0.52 1.00 -4.62
H 2.64 3.37 8.18
C -0.60 2.98 1.36
H -0.58 3.12 -0.85
C 0.54 -7.42 -1.79
C 0.78 -6.43 -2.91
O -1.27 -0.56 -2.30
H 2.22 -0.87 -1.14
O -0.49 -5.37 -1.25
C -4.95 -0.73 -0.53
H -1.24 -5.67 -3.14
C 0.26 -0.82 0.72
O -0.36 2.14 5.13
C 0.20 2.98 -0.02
C -2.30 -1.99 3.16
H 2.36 2.33 5.99
N 0.88 3.58 -4.75
H 1.71 5.09 6.71
C -5.03 -0.91 -2.02
H 1.46 -7.89 -1.45
H 0.86 3.91 -0.02
C 0.42 0.50 -4.20
C -4.58 -2.12 -0.05
H 1.67 1.60 1.86
C 1.51 2.25 6.67
F 3.59 3.91 2.60
H 2.50 -2.01 -3.26
H -0.57 -2.40 -5.41
H -3.49 -2.24 -0.06
C 3.32 -1.24 -3.13
H -0.61 1.99 1.91
C -0.42 -2.20 0.21
H -1.97 0.03 -2.64
O -0.17 -6.84 0.44
H -4.19 0.00 -0.27
H 0.14 -2.67 -0.66
C 0.54 0.71 -2.61
H 2.27 3.81 -1.61
H 0.74 -6.87 -3.91
C 1.62 3.22 7.83
H 2.73 2.98 -3.15
F 4.05 1.67 2.51
H 4.03 -0.63 -1.13
C -0.08 0.42 -0.22
H 0.53 5.09 8.04
H -1.04 4.75 2.68
O 2.99 2.76 0.72
C 2.12 1.61 0.81
H 0.93 4.56 -5.09
H -1.51 -1.95 -0.04
H -0.48 -2.92 1.10
H -2.95 -2.53 2.39
H 0.23 -1.54 2.80
H 4.29 -1.84 -3.03
C -1.80 -0.62 2.45
F 5.17 3.10 1.22
H 1.38 1.23 7.01
C 1.64 1.60 -1.82
H -4.94 -2.35 0.95
H 0.68 4.78 2.02
H -1.53 -0.88 -5.03
Br -2.53 3.37 0.92
C -0.54 -1.26 -5.44
C -0.14 4.10 2.41
O -0.02 4.01 6.35
H -1.46 -2.62 3.56
H -2.32 -0.44 1.46
H 0.00 -4.41 -3.01
H -5.93 -0.42 -0.16
H 1.77 -5.97 -2.78
O -5.03 -0.03 -2.84
H 2.69 0.62 0.73
H -6.25 -3.23 -0.91
O 0.57 -0.87 -4.58
C 3.90 2.84 1.78
H 0.28 0.27 2.75
C 0.98 1.63 -0.33
H -0.37 -0.87 -6.50
H -1.14 0.68 0.09
C -5.20 -3.00 -1.12
H 3.69 1.56 -1.38
H 1.03 2.86 8.67
C -0.05 -6.55 -0.72
H -4.66 -3.94 -1.24
H 0.59 4.79 -3.03
N 3.01 1.04 -1.95
H 0.16 3.55 3.38
H 0.05 3.20 -5.21
H 1.34 1.05 -4.62
H -2.01 0.21 3.22
C 3.08 -0.43 -1.74
H -0.38 3.25 -2.97
C -0.21 -0.64 2.25
H 3.45 -0.55 -4.02
O -5.13 -2.23 -2.33
N -0.27 0.17 -1.70
C 0.99 4.48 7.26

Calculated total energy: -4967.54498 Ha
E_HOMO: -12.01 eV
Total charge: +1

Record 2
Density functional theory data (ωB97M-V with the def2-TZVPD basis set) for a 9-piece molecular cluster, C32H56O22S5 overall.

Geometry (Å):
H -4.37 -3.22 -1.49
C -0.33 -0.07 -0.23
H 5.03 0.28 -0.42
O -3.94 3.61 0.08
H 1.15 5.05 -3.96
H -0.44 4.10 -1.67
H -1.64 -4.72 3.64
H -2.55 1.67 -0.80
H -2.90 -4.21 -1.54
H -2.34 5.06 3.36
H 1.10 -1.53 0.69
C 3.88 0.47 -4.06
H -3.04 4.09 2.07
H 1.71 -3.96 1.92
C 0.93 -0.47 0.56
O -3.60 -5.51 -3.69
O -2.13 2.28 4.49
C 0.13 3.67 1.68
C 0.11 2.95 3.00
C -1.05 4.72 1.67
C 5.43 1.09 0.23
H -6.75 2.19 -0.10
C -4.00 0.18 0.05
H -2.80 -1.36 -1.83
C -3.57 -2.94 -4.67
H -1.59 -3.56 5.98
C 4.02 -0.18 -6.21
O -2.84 -2.65 1.66
H 3.33 -4.96 3.80
H 5.75 -4.29 0.37
H -2.98 -3.71 4.06
H -3.69 0.87 -1.93
O 3.15 1.05 2.68
H 0.69 2.02 3.11
H -0.40 5.73 -2.48
O -1.91 1.80 2.01
H 0.48 3.61 3.79
H -2.66 -1.41 5.47
H -4.22 -1.24 -3.58
H -1.39 4.77 0.62
C 2.63 -4.51 1.81
H -4.34 -2.93 -5.45
C 1.46 0.86 -1.23
H 2.68 2.17 -4.87
C -2.74 -2.19 -2.55
H 1.15 3.42 -3.39
H -0.51 -0.82 3.48
O 1.05 5.47 -0.96
O 2.11 1.51 -2.05
O 0.13 0.99 -1.12
O -5.53 -3.93 -3.43
H 2.49 -5.55 1.62
H -0.18 -3.08 5.01
H 3.73 -3.31 3.27
C 5.07 -3.94 1.11
O 2.47 4.70 -2.45
H 4.45 1.33 -3.77
H -3.67 -0.83 -0.18
S -4.12 -4.19 -3.55
H -2.68 -1.03 -4.41
H 6.49 0.91 0.21
O 3.23 -2.46 0.29
C -1.26 -3.04 5.08
H 5.47 3.25 0.25
H -0.67 5.72 1.95
C 2.34 5.24 -1.21
H -5.49 2.02 1.25
H -1.09 0.39 0.38
C -5.54 0.26 0.08
O 4.98 0.76 1.55
C -1.56 -1.10 3.56
H 5.88 -4.54 3.03
O 4.54 -0.50 -7.24
O 3.26 5.47 -0.48
H 1.06 4.21 1.55
H 0.05 2.97 0.82
O 1.98 0.03 -0.34
C -1.94 -3.65 3.91
S -1.61 2.65 3.19
S 3.55 -3.84 0.43
H 5.35 -2.89 1.29
H 3.60 -0.15 -3.21
O 4.53 -0.38 -4.98
S -4.62 2.62 -0.70
C -1.65 -1.56 5.08
C -3.31 -1.75 -3.88
C -3.49 -3.46 -2.11
C 4.78 2.42 -0.06
H 5.10 -5.78 2.20
C 1.17 4.43 -3.07
H -0.75 -0.88 -0.84
O 3.60 2.26 0.74
O 2.87 0.56 -6.17
H 1.72 0.71 -4.48
H -1.69 -2.53 -2.67
H -6.01 -0.28 0.92
C -3.54 1.24 -0.92
C -5.83 1.77 0.24
C -2.16 4.31 2.63
H -2.28 -0.34 3.25
C 5.02 -4.72 2.40
S -1.67 -2.59 2.57
H 1.05 0.11 1.48
H -2.71 -3.36 -5.20
H -3.65 0.34 1.07
H -0.97 -0.85 5.55
H 4.41 2.48 -1.09
O -5.32 2.96 -1.90
H -5.95 -0.17 -0.84
O -0.36 -2.90 2.06
C 2.67 1.04 -4.83
O 3.42 -4.71 -0.72
C 3.78 1.36 1.73
C 3.64 -4.33 2.98
C 0.18 4.92 -2.03

SMILES string: O=S1(=O)CCCC1.O=S1(=O)CCCC1.O=S1(=O)CCCC1.O=S1(=O)CCCC1.O=S1(=O)CCCC1.O=C1OCCO1.O=C1OCCO1.O=C1OCCO1.O=C1OCCO1
Calculated total energy: -4899.08311 Ha
E_HOMO: -10.42 eV